1.
Computed, not measured: a single C4H10N4O molecule, with ωB97M-V/def2-TZVPD.

Last columns: bonded neighbours and bond lengths (Å).
CARTESIAN COORDINATES (ANGSTROEM)
1 H -1.752 1.471 -0.619  C19 1.180
2 H 2.584 -0.822 0.414  N10 1.030
3 C -2.980 0.227 0.859  H9 1.252, H17 1.235, H18 1.091, C19 1.551
4 H 2.645 -2.474 0.416  N10 1.066
5 H 2.737 2.955 -0.292  C11 1.183
6 O 0.495 0.534 0.333  C7 1.428, N8 1.394
7 C 0.113 -0.720 -0.233  O6 1.428, N12 1.389, N15 1.295
8 N 1.616 1.078 -0.291  O6 1.394, C11 1.289
9 H -3.985 0.941 0.641  C3 1.252
10 N 1.991 -1.648 0.577  H2 1.030, H4 1.066, N15 1.466
11 C 1.776 2.326 -0.011  H5 1.183, N8 1.289, H14 1.114
12 N -1.153 -0.601 -0.792  C7 1.389, H16 1.050, C19 1.475
13 H -2.865 0.158 -1.377  C19 1.149
14 H 0.950 2.943 0.412  C11 1.114
15 N 0.767 -1.837 -0.209  C7 1.295, N10 1.466
16 H -1.402 -1.619 -0.846  N12 1.050
17 H -2.478 0.738 1.865  C3 1.235
18 H -3.198 -0.842 0.849  C3 1.091
19 C -2.199 0.390 -0.470  H1 1.180, C3 1.551, N12 1.475, H13 1.149

The value obtained for the LUMO energy is 0.903 eV. Its net charge is 0. The energy above the lowest of the compared OMol25 structures with the same formula, charge and spin is 126.57 kcal/mol. Its spin multiplicity is 1.

Here are the Mulliken charges for atoms 1 to 6, given in e: 0.232, 0.240, -0.816, 0.256, 0.237, -0.076

=====

2.
Computed, not measured: a single C4H10N4O molecule, with ωB97M-V/def2-TZVPD.

Last columns: bonded neighbours and bond lengths (Å).
CARTESIAN COORDINATES (ANGSTROEM)
1 H 0.148 -1.372 3.573  C5 1.092
2 H 1.731 0.171 -3.390  C6 1.098
3 N 0.618 1.145 -1.797  N4 1.253, C6 1.502
4 N 0.492 -0.019 -1.352  N3 1.253, N19 1.376
5 C -0.100 -0.687 2.760  H1 1.092, H7 1.111, N16 1.495, H17 1.096
6 C 1.560 1.169 -2.966  H2 1.098, N3 1.502, H13 1.098, H15 1.124
7 H -0.892 0.018 3.091  C5 1.111
8 H -2.293 0.696 -0.493  C12 1.100
9 H -1.548 0.791 1.178  C12 1.074
10 H -0.959 1.819 -0.158  C12 1.093
11 C -0.273 -1.454 0.301  O14 1.205, N16 1.421, N19 1.428
12 C -1.392 0.854 0.117  H8 1.100, H9 1.074, H10 1.093, N19 1.502
13 H 1.253 1.840 -3.779  C6 1.098
14 O 0.122 -2.388 -0.350  C11 1.205
15 H 2.522 1.654 -2.643  C6 1.124
16 N -0.693 -1.504 1.658  C5 1.495, C11 1.421, H18 0.992
17 H 0.826 -0.172 2.483  C5 1.096
18 H -0.793 -2.422 2.020  N16 0.992
19 N -0.328 -0.139 -0.254  N4 1.376, C11 1.428, C12 1.502

The value obtained for the LUMO energy is 0.869 eV. Its net charge is 0. The energy above the lowest of the compared OMol25 structures with the same formula, charge and spin is 54.98 kcal/mol. Its spin multiplicity is 1.

Here are the Mulliken charges for atoms 1 to 6, given in e: 0.344, 0.330, -0.514, -0.051, -0.874, -0.646

=====

3.
Computed, not measured: a single C4H10N4O2 molecule, with ωB97M-V/def2-TZVPD.

Last columns: bonded neighbours and bond lengths (Å).
CARTESIAN COORDINATES (ANGSTROEM)
1 C 0.645 1.957 0.039  H4 1.078, H11 1.086, N15 1.464, H16 1.140
2 N 2.127 0.245 0.647  O10 1.247, N15 1.325
3 C -1.107 -0.725 1.465  N5 1.439, H6 1.117, H17 1.080, H20 1.069
4 H 0.932 2.586 -0.789  C1 1.078
5 N -1.200 -0.795 0.031  C3 1.439, C7 1.446, N14 1.329
6 H -2.108 -0.977 1.891  C3 1.117
7 C -0.156 -1.337 -0.810  N5 1.446, H8 1.083, C9 1.548, H13 1.089
8 H -0.622 -1.766 -1.689  C7 1.083
9 C 0.832 -0.254 -1.306  C7 1.548, H12 1.109, N15 1.448, H18 1.080
10 O 2.479 -0.946 0.532  N2 1.247
11 H 1.219 2.297 0.896  C1 1.086
12 H 0.280 0.384 -2.026  C9 1.109
13 H 0.418 -2.106 -0.294  C7 1.089
14 N -2.050 -0.006 -0.619  N5 1.329, O19 1.244
15 N 1.229 0.645 -0.243  C1 1.464, N2 1.325, C9 1.448
16 H -0.465 1.912 0.299  C1 1.140
17 H -1.056 0.309 1.772  C3 1.080
18 H 1.703 -0.743 -1.717  C9 1.080
19 O -2.785 0.678 0.117  N14 1.244
20 H -0.315 -1.358 1.803  C3 1.069

The value obtained for the LUMO energy is 0.784 eV. Its net charge is 0. The energy above the lowest of the compared OMol25 structures with the same formula, charge and spin is 107.63 kcal/mol. Its spin multiplicity is 1.

Here are the Mulliken charges for atoms 1 to 6, given in e: -0.833, -0.233, -0.791, 0.363, 0.601, 0.308

=====

4.
Computed, not measured: an isolated ion of composition C4H10NO and charge -1, with ωB97M-V/def2-TZVPD.

Last columns: bonded neighbours and bond lengths (Å).
CARTESIAN COORDINATES (ANGSTROEM)
1 H 1.845 0.805 -1.171  C3 1.038
2 H -1.213 0.558 -0.965  C13 1.154
3 C 1.362 0.786 -0.253  H1 1.038, H4 1.178, H8 1.079, C16 1.575
4 H 0.391 1.300 -0.677  C3 1.178
5 H -2.597 -0.002 -0.019  C13 1.174
6 N -0.692 -0.027 1.137  C13 1.507, H14 1.035, C16 1.565
7 H 1.223 -1.765 -1.192  C10 1.091
8 H 1.813 1.524 0.394  C3 1.079
9 O -1.922 1.834 0.494  C13 1.320
10 C 0.392 -1.564 -0.513  H7 1.091, H11 1.130, H15 1.135, C16 1.544
11 H -0.471 -1.140 -1.106  C10 1.130
12 H 1.191 -0.777 1.366  C16 1.078
13 C -1.604 0.609 0.120  H2 1.154, H5 1.174, N6 1.507, O9 1.320
14 H -0.400 0.716 1.797  N6 1.035
15 H 0.007 -2.436 0.101  C10 1.135
16 C 0.676 -0.423 0.487  C3 1.575, N6 1.565, C10 1.544, H12 1.078

The value obtained for the LUMO energy is 4.193 eV. Its net charge is -1. The energy above the lowest of the compared OMol25 structures with the same formula, charge and spin is 34.34 kcal/mol. Its spin multiplicity is 1.

Here are the Mulliken charges for atoms 1 to 6, given in e: 0.462, 0.108, -1.008, 0.247, 0.182, -0.431

=====

no.,HOMO (eV)
1,-7.84
2,-9.15
3,-9.57
4,-2.21